P) Below is the ion C8H14NO2S with charge +1, with properties calculated with wB97M-V/def2-TZVPD.

Its molecular weight is 188.272 u. As for the total charge: +1. As for the spin multiplicity: 1. The HOMO energy (alpha / beta) comes out at -12.3 / -12.3 eV. The LUMO energy (alpha / beta) comes out at -5.8 / -5.9 eV.

Geometry (Å):
1 C 1.20361 -0.31129 1.14710
2 C 0.16173 -0.20040 0.17904
3 C -1.66366 -3.39751 2.76831
4 C -1.28724 -2.39027 2.02424
5 C -0.98681 -2.63295 0.66856
6 C 0.63367 2.81033 -3.14763
7 C 0.99070 2.85824 -1.58947
8 C -0.15629 1.09519 -0.49499
9 N 1.45523 -1.49577 1.76313
10 O -1.06261 0.87215 -1.59559
11 O 1.08854 1.59085 -0.91250
12 S -0.76213 -1.47794 -0.59642
13 H 1.51650 0.63927 1.44670
14 H -1.88411 -3.06820 3.80654
15 H -1.62057 -4.39901 2.40343
16 H -1.38352 -1.40216 2.43300
17 H -1.16258 -3.59113 0.45779
18 H 1.43698 2.45161 -3.72016
19 H -0.21973 2.20643 -3.26692
20 H 0.47081 3.81582 -3.62710
21 H 0.28480 3.63021 -1.15842
22 H 1.96160 3.41140 -1.53733
23 H -0.60100 1.82448 0.21851
24 H 1.27519 -2.41360 1.32664
25 H 2.22435 -1.65428 2.38042
26 H -1.91348 1.22853 -1.37688

Löwdin atomic charge list, values in e, 5 entries:
1. C -0.064
2. C -0.390
3. C 0.126
4. C -0.241
5. C -0.320



Q) Below is the ion C8H14NO2S with charge +1, with properties calculated with wB97M-V/def2-TZVPD.

Its molecular weight is 188.272 u. As for the total charge: +1. As for the spin multiplicity: 1. The HOMO energy comes out at -13.9 eV. The LUMO energy comes out at -4.2 eV.

Geometry (Å):
1 O -2.45515 -0.88986 1.80146
2 C -2.72606 -1.04019 0.65510
3 O -2.38202 -0.19673 -0.32855
4 C -1.84046 1.07638 0.07452
5 C -0.92449 1.63029 -1.02344
6 C -0.16209 0.60419 -1.87533
7 C 1.12425 0.04568 -1.25122
8 C 0.94718 -0.58933 0.13752
9 C 1.83025 -1.83449 0.41618
10 S 2.62265 -1.63109 2.04870
11 C 2.01305 -0.08159 2.19614
12 N 1.26760 0.35785 1.23399
13 H -3.20278 -1.93123 0.22736
14 H -2.68224 1.74912 0.25805
15 H -1.33360 0.94869 1.03561
16 H -0.19437 2.29018 -0.53050
17 H -1.50195 2.27838 -1.68621
18 H -0.81895 -0.22243 -2.15922
19 H 0.12362 1.09747 -2.80866
20 H 1.52194 -0.73522 -1.90864
21 H 1.89379 0.82635 -1.20272
22 H -0.09601 -0.88123 0.28012
23 H 1.20990 -2.72914 0.47385
24 H 2.59603 -1.99180 -0.34495
25 H 2.24999 0.53931 3.05584
26 H 0.91991 1.31047 1.22500

Löwdin atomic charge list, values in e, 5 entries:
1. O 0.092
2. C -0.349
3. O -0.042
4. C -0.165
5. C -0.149



Tell me which of them is the most stable. Sure, it is Q).



P) Below is a structure of composition C6H11N3, with properties calculated with wB97M-V/def2-TZVPD.

Its molecular weight is 125.175 u. As for the total charge: +2. As for the spin multiplicity: 1. The HOMO energy comes out at -19.7 eV. The LUMO energy comes out at -10.2 eV.

Geometry (Å):
1 C 0.67882 0.30262 2.14555
2 C -0.33724 -0.01300 0.05081
3 C 1.01286 -2.49307 0.02875
4 C -0.48949 0.78645 1.27328
5 C -0.22496 2.22596 0.78409
6 C -0.59948 -0.63867 -2.34585
7 N 1.26241 -0.73962 1.71261
8 N 0.80306 -1.36700 0.65161
9 N -0.78369 0.12376 -1.12289
10 H 1.13422 0.86740 2.84286
11 H 1.56786 -3.32781 0.50976
12 H 0.71673 -2.71843 -1.02832
13 H -1.48366 0.80338 1.72260
14 H 0.39854 2.82804 1.50555
15 H -1.13991 2.68762 0.85902
16 H 0.27799 2.36380 -0.19539
17 H -1.57114 -1.19009 -2.55589
18 H 0.18243 -1.39289 -2.21166
19 H -0.21310 -0.13393 -3.30915
20 H -1.19226 1.02549 -1.31734

Löwdin atomic charge list, values in e, 5 entries:
1. C 0.077
2. C 0.072
3. C 0.259
4. C -0.187
5. C -0.004



Q) Below is the ion C6H11N3 with charge +2, with properties calculated with wB97M-V/def2-TZVPD.

Its molecular weight is 125.175 u. As for the total charge: +2. As for the spin multiplicity: 1. The HOMO energy comes out at -19.2 eV. The LUMO energy comes out at -8.9 eV.

Geometry (Å):
1 C 1.24685 1.74811 0.08447
2 C -0.04891 1.98823 -0.02960
3 C 1.56314 0.39580 0.08407
4 C -2.04042 0.45247 0.62180
5 C -0.68650 0.63292 0.04687
6 C 0.37824 -1.74603 -0.15740
7 N 0.40732 -0.31639 0.15069
8 N 2.80128 -0.06156 0.05162
9 N -1.81922 0.35681 -0.81089
10 H 1.94420 2.54243 -0.06224
11 H -0.67180 2.79890 -0.26049
12 H -2.47682 -0.36398 1.11045
13 H -2.76660 1.25054 0.94183
14 H 1.31593 -2.18018 0.17390
15 H -0.34565 -2.11399 0.43727
16 H 0.32199 -1.88463 -1.20984
17 H 3.66735 0.57738 -0.13700
18 H 2.89182 -1.01002 0.23663
19 H -1.83237 -0.58531 -1.24429
20 H -2.23109 0.94735 -1.51974

Löwdin atomic charge list, values in e, 5 entries:
1. C 0.053
2. C 0.143
3. C -0.249
4. C 0.085
5. C -0.298



Tell me which of them is the most stable. Sure, it is Q).



P) Below is the ion C3H7N4 with charge +1, with properties calculated with wB97M-V/def2-TZVPD.

Its molecular weight is 99.117 u. As for the total charge: +1. As for the spin multiplicity: 3. The HOMO energy (alpha / beta) comes out at -11.4 / -15.1 eV. The expectation value of S² is 2.01. The LUMO energy (alpha / beta) comes out at -3.1 / -7.6 eV.

Geometry (Å):
1 C 0.50748 1.50851 0.12550
2 C 2.22714 0.01550 -0.01104
3 C -0.04310 -0.91475 0.23874
4 N 1.77564 1.22755 0.17192
5 N -0.47922 0.50082 0.11708
6 N 1.29225 -0.99456 -0.16050
7 N -1.78030 0.77419 -0.25399
8 H 0.20210 2.52487 0.15097
9 H 3.21499 -0.30171 -0.39775
10 H -0.11863 -1.10600 1.24165
11 H -0.61319 -1.54410 -0.35526
12 H 1.79813 -1.89306 -0.34998
13 H -1.74502 1.81073 -0.19212
14 H -2.59627 0.62421 0.38551

Löwdin atomic charge list, values in e, 5 entries:
1. C -0.112
2. C -0.129
3. C -0.077
4. N 0.114
5. N -0.053



Q) Below is the ion C3H7N4 with charge +1, with properties calculated with wB97M-V/def2-TZVPD.

Its molecular weight is 99.117 u. As for the total charge: +1. As for the spin multiplicity: 3. The HOMO energy (alpha / beta) comes out at -11.2 / -15.2 eV. The expectation value of S² is 2.03. The LUMO energy (alpha / beta) comes out at -4.4 / -7.7 eV.

Geometry (Å):
1 C 0.17253 0.28075 0.18520
2 C -2.02866 -0.70391 0.33214
3 C 1.58513 0.30936 -0.22502
4 N -2.62254 0.55919 0.49860
5 N -1.90379 1.51900 0.67484
6 N -0.66491 1.56686 0.89620
7 N -0.68133 -0.63176 -0.12832
8 H -2.24830 -1.24951 1.24603
9 H -2.59425 -1.20516 -0.56201
10 H 1.96895 1.28139 -0.18705
11 H 1.91494 0.13289 -1.20656
12 H 2.06759 -0.36085 0.42148
13 H -0.24768 2.42540 1.05073
14 H -0.38581 -1.42330 -0.65026

Löwdin atomic charge list, values in e, 5 entries:
1. C -0.141
2. C -0.156
3. C -0.001
4. N 0.140
5. N 0.050



Tell me which of them is the most stable. Sure, it is P).



P) Below is a cluster of 2 separate species, C2H8O in total, with properties calculated with wB97M-V/def2-TZVPD.

Its molecular weight is 48.085 u. As for the spin multiplicity: 1. The HOMO energy comes out at -11.6 eV. The LUMO energy comes out at 0.9 eV.

Geometry (Å):
1 C -0.27288 -0.41402 -1.70198
2 C 0.44342 -1.66188 -1.39167
3 H -0.51573 0.14229 -0.78104
4 H -1.21490 -0.73005 -2.18086
5 H 0.26233 0.26154 -2.39030
6 H 0.81129 -2.06154 -2.35165
7 H -0.19350 -2.42512 -0.91375
8 H 1.30934 -1.46617 -0.73709
9 O 0.06024 3.08148 4.13923
10 H -0.86237 3.09579 3.79741
11 H 0.17277 2.17768 4.51169

Löwdin atomic charge list, values in e, 5 entries:
1. C -0.209
2. C -0.210
3. H 0.068
4. H 0.069
5. H 0.072



Q) Below is a cluster of 2 separate species, C2H8O in total, with properties calculated with wB97M-V/def2-TZVPD.

Its molecular weight is 48.085 u. As for the spin multiplicity: 1. The HOMO energy comes out at -10.6 eV. The LUMO energy comes out at 0.9 eV.

Geometry (Å):
1 C 2.62576 0.86309 3.41374
2 H 2.01046 0.17603 2.72295
3 H 2.93135 1.71195 2.71871
4 H 3.66834 0.32543 3.51952
5 H 2.14071 1.05030 4.44388
6 C -2.46198 -0.40544 -2.96843
7 O -1.36973 -1.35803 -2.75804
8 H -2.12539 0.67157 -2.86987
9 H -2.79227 -0.71103 -4.01510
10 H -3.32306 -0.91752 -2.34201
11 H -1.30420 -1.40636 -1.86534

Löwdin atomic charge list, values in e, 5 entries:
1. C -0.107
2. H 0.021
3. H 0.016
4. H 0.035
5. H 0.034



Tell me which of them is the most stable. Sure, it is P).



P) Below is a structure of composition C25H31ClN2O5P2STeTi, with properties calculated with wB97M-V/def2-TZVPD.

Its molecular weight is 744.467 u. As for the total charge: -1. As for the spin multiplicity: 2. The HOMO energy (alpha / beta) comes out at -4.5 / -4.5 eV. The expectation value of S² is 0.75. The LUMO energy (alpha / beta) comes out at 2.5 / 2.5 eV.

Geometry (Å):
1 Ti 0.81463 0.19108 1.20345
2 C 0.04593 -1.34594 -1.86794
3 C -1.19250 -0.81234 -1.22223
4 C -2.40402 -0.85737 -1.95725
5 C -3.54378 -0.36503 -1.41198
6 C -3.52748 0.12733 -0.08817
7 C -4.70292 0.57717 0.55286
8 C -4.64301 0.97206 1.85954
9 C -3.43081 0.91232 2.56522
10 C -2.25638 0.48094 1.97901
11 S -0.80358 0.33597 2.93073
12 C -2.29425 0.11166 0.59919
13 N -1.13398 -0.30451 -0.01014
14 H -0.21249 -2.07385 -2.63773
15 H 0.69113 -1.81680 -1.13065
16 H 0.58010 -0.51547 -2.32628
17 H -2.38895 -1.27228 -2.95625
18 H -4.47794 -0.36694 -1.96297
19 H -5.63319 0.59019 -0.00250
20 H -5.53499 1.31935 2.36701
21 H -3.40143 1.19606 3.60958
22 C 3.18133 -0.08726 -2.26926
23 P 2.99015 0.29168 -0.48296
24 C 4.32223 -0.75734 0.20217
25 C 3.73898 1.95722 -0.43519
26 H 4.21760 0.06723 -2.57963
27 H 2.52651 0.56533 -2.84576
28 H 2.90730 -1.12403 -2.46856
29 H 5.26817 -0.59537 -0.32012
30 H 4.03073 -1.80463 0.10620
31 H 4.43144 -0.53351 1.26196
32 H 4.75239 1.94589 -0.84339
33 H 3.75610 2.29969 0.59855
34 H 3.12336 2.63727 -1.02561
35 C -3.32052 -3.14888 1.69949
36 C -1.98040 -3.81879 1.89946
37 O -0.98492 -2.97070 1.31670
38 P 0.57270 -3.08519 1.62037
39 O 1.16358 -1.76240 1.13106
40 Te 1.14429 -3.79912 3.76563
41 O 0.97714 -4.17342 0.49826
42 C 2.35815 -4.52966 0.35691
43 C 2.77371 -4.32066 -1.08255
44 H -4.11531 -3.78230 2.09844
45 H -3.51108 -2.97511 0.63879
46 H -3.34511 -2.18801 2.21473
47 H -1.94012 -4.79485 1.40816
48 H -1.75294 -3.95609 2.95816
49 H 2.46122 -5.57408 0.65640
50 H 2.97321 -3.93451 1.03635
51 H 2.14295 -4.90608 -1.75284
52 H 3.81271 -4.62556 -1.22389
53 H 2.68062 -3.26874 -1.35579
54 O 0.24026 3.46314 2.34664
55 C 0.17403 3.32902 1.15242
56 N 0.43759 2.17121 0.40687
57 C 0.29928 2.46109 -0.92468
58 O 0.51060 1.70915 -1.86559
59 C -0.12898 3.89215 -1.07946
60 C -0.41269 4.64198 -2.20215
61 C -0.78562 5.96871 -2.00418
62 C -0.86125 6.50827 -0.72095
63 C -0.56687 5.73759 0.40077
64 C -0.20383 4.42439 0.18770
65 H -0.34783 4.20753 -3.19163
66 H -1.02148 6.59484 -2.85593
67 H -1.15433 7.54400 -0.60036
68 H -0.61863 6.14131 1.40375
69 Cl 2.53350 0.87401 2.67203

Löwdin atomic charge list, values in e, 5 entries:
1. Ti 0.382
2. C -0.030
3. C -0.292
4. C -0.013
5. C -0.012



Q) Below is a structure of composition C25H31ClN2O5P2STeTi, with properties calculated with wB97M-V/def2-TZVPD.

Its molecular weight is 744.467 u. As for the total charge: -1. As for the spin multiplicity: 2. The HOMO energy (alpha / beta) comes out at -2.7 / -4.5 eV. The expectation value of S² is 0.77. The LUMO energy (alpha / beta) comes out at 2.2 / 2.3 eV.

Geometry (Å):
1 Ti 0.07678 0.03930 0.18010
2 C -2.73044 0.15076 2.26132
3 C -1.68020 -0.78684 2.77015
4 C -1.94314 -1.35469 4.04552
5 C -1.05319 -2.19793 4.62293
6 C 0.10947 -2.56195 3.90853
7 C 1.05333 -3.47786 4.42004
8 C 2.13088 -3.83779 3.65885
9 C 2.29065 -3.31830 2.36693
10 C 1.38986 -2.41938 1.83987
11 S 1.53758 -1.83697 0.21175
12 C 0.29122 -1.99735 2.63117
13 N -0.57307 -1.06566 2.10659
14 H -3.69901 -0.32615 2.40323
15 H -2.61833 0.36974 1.20826
16 H -2.68534 1.08313 2.82634
17 H -2.86597 -1.07861 4.53690
18 H -1.22824 -2.61900 5.60610
19 H 0.89871 -3.88490 5.41198
20 H 2.86499 -4.53538 4.04259
21 H 3.13741 -3.62248 1.76569
22 C -2.97546 2.11950 -0.85862
23 P -1.19713 1.93738 -1.23075
24 C -1.19247 1.71262 -3.04371
25 C -0.55308 3.63459 -1.07775
26 H -3.45267 2.86112 -1.50286
27 H -3.09082 2.42367 0.18235
28 H -3.46296 1.15270 -0.99216
29 H -1.67814 2.55110 -3.54725
30 H -1.70465 0.78530 -3.30154
31 H -0.15895 1.62150 -3.37669
32 H -1.01831 4.30460 -1.80411
33 H 0.52642 3.60422 -1.23532
34 H -0.73330 3.99648 -0.06789
35 C 3.61233 0.06313 -2.67693
36 C 3.96151 1.38160 -2.02474
37 O 4.11220 1.22696 -0.60015
38 P 2.88517 1.55752 0.37577
39 O 1.63838 1.11763 -0.41172
40 Te 3.34760 0.72761 2.50845
41 O 2.74470 3.16227 0.30461
42 C 3.02856 4.04851 1.39192
43 C 2.44745 5.39877 1.04476
44 H 3.59136 0.18110 -3.76340
45 H 2.63293 -0.28032 -2.34765
46 H 4.35759 -0.69149 -2.42432
47 H 3.20098 2.13831 -2.23250
48 H 4.92459 1.75930 -2.37204
49 H 4.11114 4.09989 1.53371
50 H 2.58648 3.64208 2.30248
51 H 2.98987 5.87026 0.22432
52 H 2.49373 6.05708 1.91395
53 H 1.40254 5.28675 0.75556
54 O -3.36372 -2.08957 0.57885
55 C -2.62459 -1.95397 -0.39907
56 N -1.57959 -1.02960 -0.52039
57 C -0.94702 -1.22479 -1.71692
58 O 0.14315 -0.53327 -1.82952
59 C -1.57868 -2.23078 -2.48598
60 C -1.35358 -2.80491 -3.74749
61 C -2.20728 -3.79482 -4.17281
62 C -3.28357 -4.23829 -3.36759
63 C -3.50356 -3.68987 -2.11942
64 C -2.65295 -2.68659 -1.66987
65 H -0.52549 -2.47450 -4.36284
66 H -2.05435 -4.25352 -5.14269
67 H -3.93071 -5.02377 -3.73819
68 H -4.31531 -4.03196 -1.48844
69 Cl -0.30430 1.88679 1.71181

Löwdin atomic charge list, values in e, 5 entries:
1. Ti 0.604
2. C -0.112
3. C -0.315
4. C -0.008
5. C -0.001



Tell me which of them is the most stable. Sure, it is P).